(1)
This record from OMol25 describes an isolated ion of composition C4H7N3 and charge +2. The level of theory is the ωB97M-V functional and the def2-TZVPD basis.

Geometry as XYZ:
```
14
Properties=species:S:1:pos:R:3
C -1.04115 -1.81409 1.86538
C 0.80655 0.25197 -0.29399
C -0.59669 0.06428 0.29644
C 1.90440 0.02512 -1.17918
N 0.32979 1.06302 0.55455
N -0.90785 -0.89500 1.16764
N -1.79389 0.46798 -0.71974
H -1.50967 -2.50407 2.50303
H 2.67162 0.74467 -0.96365
H 1.60718 0.06859 -2.19852
H 2.21019 -0.97878 -1.00412
H 0.53514 1.85114 1.10825
H -1.55672 1.39409 -0.92906
H -2.65890 0.26108 -0.20705
```

Summary:
Charge: +2
ΔE to the lowest compared entry with this formula, charge and spin: 396.5 kJ/mol
Max |F|: 5.7 eV Å⁻¹
LUMO energy (spin up / spin down): -9.9337 / -14.0080 eV
Kohn-Sham gap (spin up / spin down): 5.3 / 7.4 eV
E_HOMO (spin up / spin down): -15.28 / -21.42 eV
Spin multiplicity: 3
DFT total energy: -8704.244 eV

=====

(2)
This record from OMol25 describes a 16-piece molecular cluster, C31H99N27O16 overall. The level of theory is the ωB97M-V functional and the def2-TZVPD basis.

Geometry as XYZ:
```
173
Properties=species:S:1:pos:R:3
C 2.67680 2.93734 -1.12255
C 3.79670 4.04330 -1.00123
C 3.82419 4.75346 0.40967
O 5.09013 5.51632 0.29056
C 5.31023 6.51139 1.32140
N 4.98549 3.26417 -1.29192
H 2.77831 2.41694 -2.07491
H 1.66227 3.33305 -1.16993
H 2.76506 2.15757 -0.36607
H 3.63395 4.72234 -1.83821
H 3.92561 4.04142 1.22870
H 3.02274 5.48953 0.47282
H 5.02789 6.12754 2.30173
H 4.63289 7.36311 1.25923
H 6.34883 6.83129 1.40546
H 5.78368 3.83463 -1.53188
H 4.94850 2.89952 -2.23307
C -1.41170 -4.03747 6.87598
C -1.32106 -2.60487 6.38953
C -0.22727 -2.18091 5.33454
O -0.03525 -3.11474 4.27343
C 0.85416 -2.74196 3.16980
N -2.60793 -2.08409 6.00579
H -1.67496 -4.83474 6.18088
H -2.11597 -3.93511 7.70159
H -0.50612 -4.18661 7.46401
H -1.05491 -1.97117 7.23551
H 0.74227 -2.23487 5.82971
H -0.19146 -1.13188 5.04069
H 0.28318 -2.23153 2.39421
H 1.31620 -3.69645 2.91766
H 1.57799 -1.97757 3.45244
H -3.24617 -2.64826 6.54841
H -2.80191 -2.46748 5.09174
C -3.92405 -4.62166 -0.16759
C -3.60117 -3.79698 -1.45782
C -4.28736 -2.42890 -1.76281
O -5.68057 -2.59209 -1.53873
C -6.33027 -2.48884 -2.84383
N -2.15010 -3.74382 -1.26720
H -4.97686 -4.61121 0.11448
H -3.45149 -4.10284 0.66645
H -3.44641 -5.60138 -0.17794
H -3.97887 -4.44332 -2.25009
H -3.91952 -2.07329 -2.72527
H -4.06478 -1.78363 -0.91299
H -7.35328 -2.86259 -2.88698
H -5.78541 -2.93867 -3.67381
H -6.33505 -1.43450 -3.12031
H -1.90820 -3.05529 -0.56898
H -1.93775 -4.66498 -0.91157
C -0.73231 1.21835 -1.95070
C -1.04560 -0.09183 -1.30816
C 0.16414 -0.91085 -0.96930
O 1.17737 -1.05462 -1.98078
C 2.03663 -2.13987 -1.64591
N -1.96448 0.03588 -0.07939
H 0.04520 1.85317 -1.52573
H -1.47694 2.00979 -1.86565
H -0.36525 1.15692 -2.97520
H -1.59076 -0.63603 -2.07936
H -0.11657 -1.83646 -0.46675
H 0.80691 -0.37292 -0.27247
H 3.00116 -2.11123 -2.15281
H 1.66257 -3.11127 -1.96928
H 2.42194 -2.20307 -0.62824
H -2.92890 0.00686 -0.37798
H -1.76710 0.76154 0.59481
C 1.34694 1.15283 2.31007
C 2.67167 1.77117 2.81890
C 2.40478 3.10804 3.66512
O 1.75671 2.89532 4.93739
C 1.59120 4.03961 5.76465
N 3.36291 0.77348 3.53699
H 0.61585 1.09427 3.11641
H 1.56490 0.13906 1.97411
H 1.02299 1.85355 1.54056
H 3.19130 2.14312 1.93587
H 1.82385 3.85388 3.12259
H 3.38489 3.53748 3.87265
H 0.94156 3.67164 6.55880
H 1.10289 4.85173 5.22603
H 2.57878 4.37522 6.08112
H 4.31966 1.04018 3.72026
H 2.89062 0.68206 4.42508
C 5.38681 -1.16142 -0.44003
O 6.01684 -2.14147 -0.83376
N 5.52318 -0.60008 0.68653
N 4.92272 -0.38386 -1.36969
H 5.07626 0.29791 0.80472
H 6.10954 -1.01704 1.39535
H 4.78156 -0.75875 -2.29685
H 4.33043 0.39484 -1.11882
C -1.79971 1.93020 4.16552
O -1.19579 2.62001 3.37206
N -1.50899 1.79333 5.40812
N -2.89569 1.45923 3.81453
H -0.57238 2.10836 5.61696
H -2.22835 1.59020 6.08736
H -3.00595 1.64054 2.82707
H -3.70402 1.34519 4.40925
C 2.48884 -6.51981 0.06041
O 3.49606 -6.48375 -0.65921
N 1.31999 -6.13255 -0.35960
N 2.56444 -6.92934 1.28038
H 1.33474 -5.76789 -1.30136
H 0.74368 -5.80112 0.40074
H 1.87445 -6.84712 2.01336
H 3.49538 -7.22692 1.53516
C -1.78792 4.37021 -4.09977
O -1.40813 5.01636 -3.09949
N -2.84877 4.57318 -4.87481
N -1.16176 3.31215 -4.47282
H -3.14129 3.82962 -5.49258
H -3.18108 5.52049 -4.98558
H -0.27017 3.37108 -4.00197
H -1.66490 2.43927 -4.54370
C -5.00439 1.57938 0.59758
O -4.70298 0.70373 -0.23714
N -4.08558 2.20517 1.23796
N -6.14422 1.93194 1.06616
H -3.21785 2.42878 0.77197
H -4.36451 2.82854 1.98207
H -7.03661 1.61156 0.71818
H -6.17445 2.51721 1.88874
C 3.44597 -4.79150 -3.84777
O 3.14919 -4.49123 -4.98129
N 2.86470 -5.70932 -3.16194
N 4.24691 -4.03781 -3.06863
H 3.10657 -5.97971 -2.21935
H 2.20869 -6.13601 -3.80044
H 4.56612 -3.13624 -3.39325
H 4.60994 -4.36885 -2.18618
C -3.84831 -1.99391 2.65947
O -4.00004 -2.80863 3.49447
N -4.75982 -1.52981 1.87071
N -2.67183 -1.36116 2.47767
H -4.55380 -1.26467 0.91816
H -5.64953 -1.99569 1.97781
H -1.97769 -1.49244 3.19950
H -2.55720 -0.94432 1.56488
C 4.53089 -0.99472 -5.19046
O 4.61307 -1.05638 -3.94488
N 4.84074 0.07546 -5.86291
N 4.17901 -2.02017 -5.89804
H 4.67850 0.07686 -6.85979
H 4.98982 0.93108 -5.34735
H 3.97749 -1.82178 -6.86764
H 3.88641 -2.92993 -5.57122
C 0.90647 0.06316 -5.54712
O 0.83698 0.00713 -6.81201
N 1.89865 0.54146 -4.82406
N 0.01920 -0.46509 -4.81531
H 2.73773 0.86828 -5.28149
H 1.79737 0.22348 -3.87079
H -0.63298 -1.13656 -5.19464
H 0.04925 -0.26957 -3.82487
C -0.77332 4.53165 0.51080
O -1.51642 3.64166 0.33338
N -0.51584 5.36142 -0.42142
N -0.21657 4.87185 1.57079
H -0.88407 5.05506 -1.31060
H 0.30132 5.91723 -0.21302
H -0.65205 4.52397 2.41307
H 0.29343 5.74070 1.49936
C -5.69664 1.50046 -3.42718
O -6.05985 2.02870 -4.47539
N -4.51048 1.09348 -3.12522
N -6.52336 1.21196 -2.46241
H -4.25413 0.84211 -2.18118
H -3.68721 1.18944 -3.70238
H -7.45210 1.59471 -2.56748
H -6.26159 0.72027 -1.61990
```

Summary:
Charge: +1
Max |F|: 8.3 eV Å⁻¹
LUMO energy (spin up / spin down): -2.4468 / -7.9239 eV
Kohn-Sham gap (spin up / spin down): 8.2 / 2.7 eV
E_HOMO (spin up / spin down): -10.64 / -10.64 eV
Spin multiplicity: 2
DFT total energy: -106737.145 eV

=====

Look up the max |F| of the second one.
8.3 eV Å⁻¹

=====

The lowest charge belongs to which entry?
C31H99N27O16

=====

Look up the spin multiplicity of the first one.
3